Arrangement w

14 unconnected molecules or ions with the total composition C14H56N28O14. Source: OMol25; level of theory: ωB97M-V with the def2-TZVPD basis set.

Results
- HOMO level (eV) = -9.2149
- HOMO-LUMO gap (eV) = 8.935
- net charge = 0

Last column: Mulliken charge in e.
Cartesian coordinates (Å):
C1 -2.93435 -1.53080 -6.33489  0.67
O1 -2.61621 -0.35527 -6.02637  -0.70
N1 -4.10998 -1.95183 -6.42674  -0.33
N2 -2.06253 -2.42403 -6.67796  -0.36
H1 -4.96798 -1.43346 -6.30331  0.21
H2 -4.18210 -2.95627 -6.50411  0.15
H3 -1.10915 -2.15931 -6.88067  0.19
H4 -2.32144 -3.39723 -6.75504  0.15
C2 7.04302 1.80913 -0.65530  0.58
O2 7.16552 1.83089 -1.82142  -0.66
N3 5.93863 1.92693 -0.18277  -0.27
N4 8.11669 1.69143 0.10910  -0.39
H5 5.29391 2.50798 -0.69930  0.23
H6 5.95337 1.72248 0.80621  0.16
H7 8.02879 1.72857 1.11458  0.14
H8 9.07056 1.77051 -0.21335  0.21
C3 -1.13302 -5.37232 5.58169  0.64
O3 -2.29991 -5.24846 5.64063  -0.62
N5 -0.41753 -6.22590 6.29891  -0.42
N6 -0.34060 -4.62978 4.88076  -0.32
H9 -1.00728 -6.98576 6.60697  0.22
H10 0.57122 -6.41903 6.22688  0.19
H11 -0.69401 -3.89362 4.28639  0.18
H12 0.65808 -4.73037 4.99306  0.13
C4 -7.92996 -2.43984 1.98120  0.67
O4 -8.02233 -1.50727 1.17471  -0.68
N7 -6.78435 -2.78387 2.46025  -0.38
N8 -8.82582 -3.30987 2.30552  -0.38
H13 -6.73056 -3.41606 3.24609  0.16
H14 -5.98442 -2.21691 2.21785  0.20
H15 -9.66033 -3.30743 1.73658  0.22
H16 -8.69028 -4.06840 2.95849  0.18
C5 4.42378 1.86051 6.05154  0.69
O5 4.29454 1.58086 4.89263  -0.68
N9 3.59953 1.64146 6.95145  -0.33
N10 5.43662 2.45073 6.59466  -0.39
H17 3.87497 1.98886 7.85894  0.14
H18 2.72467 1.20045 6.70605  0.22
H19 5.46773 2.66983 7.58012  0.15
H20 6.11708 2.85616 5.96800  0.20
C6 5.17978 -4.86592 3.32166  0.63
O6 4.38638 -5.25723 4.16011  -0.66
N11 5.18851 -3.64278 2.85548  -0.32
N12 6.10884 -5.55420 2.74414  -0.38
H21 4.71646 -2.80929 3.17572  0.21
H22 5.99715 -3.54687 2.25798  0.10
H23 6.35623 -6.38333 3.26516  0.23
H24 6.72396 -5.07789 2.10005  0.18
C7 -4.33374 5.42510 -4.85695  0.70
O7 -4.71770 6.44618 -4.28288  -0.70
N13 -4.30166 5.26365 -6.15027  -0.39
N14 -4.06225 4.34012 -4.25436  -0.36
H25 -3.84905 4.41369 -6.45493  0.16
H26 -4.47785 6.04611 -6.76412  0.22
H27 -3.80663 3.46814 -4.69529  0.16
H28 -4.17737 4.52701 -3.26850  0.22
C8 0.45333 -7.70727 -1.51984  0.59
O8 -0.39390 -8.48606 -1.25648  -0.64
N15 0.57636 -6.50644 -1.00514  -0.37
N16 1.41210 -8.10647 -2.32099  -0.41
H29 -0.26455 -6.01875 -0.73106  0.24
H30 1.33875 -5.93640 -1.34268  0.17
H31 2.22146 -7.51274 -2.43290  0.19
H32 1.37438 -9.11468 -2.36783  0.24
C9 -0.33672 -0.48206 -0.02360  0.62
O9 -1.02934 -0.79340 0.92134  -0.71
N17 -0.83921 0.02199 -1.06095  -0.33
N18 0.90651 -0.88123 -0.10998  -0.40
H33 -0.24222 0.33718 -1.81220  0.15
H34 -1.83925 0.15773 -1.10078  0.23
H35 1.43175 -0.38690 -0.81700  0.19
H36 1.34919 -0.99016 0.79127  0.25
C10 0.60057 6.13664 0.92263  0.64
O10 0.08878 6.53782 2.00883  -0.69
N19 1.83348 6.35981 0.50652  -0.35
N20 -0.10854 5.30620 0.19001  -0.36
H37 2.59864 6.79995 0.99736  0.22
H38 2.08603 5.91153 -0.36259  0.14
H39 0.34345 4.89703 -0.61522  0.16
H40 -0.71219 4.70013 0.72703  0.23
C11 3.72018 -3.66707 -4.82361  0.63
O11 4.28889 -4.35365 -4.00038  -0.64
N21 2.99097 -4.24235 -5.74011  -0.41
N22 3.60378 -2.39583 -5.07249  -0.36
H41 2.92957 -3.73562 -6.61163  0.16
H42 2.80771 -5.22822 -5.61935  0.20
H43 4.19102 -1.82284 -4.48348  0.24
H44 3.27745 -2.18738 -6.00532  0.17
C12 1.53037 4.27070 -5.04271  0.69
O12 1.77299 3.76666 -4.00192  -0.66
N23 2.05526 5.40835 -5.39313  -0.42
N24 0.78729 3.85126 -5.98032  -0.37
H45 1.70502 5.92043 -6.19013  0.16
H46 2.64558 5.82580 -4.68789  0.21
H47 0.52145 2.88126 -5.88799  0.22
H48 0.68064 4.42024 -6.80798  0.17
C13 -2.14891 2.14630 5.40839  0.69
O13 -2.62042 3.05199 6.02718  -0.66
N25 -1.21311 2.40867 4.56879  -0.36
N26 -2.61102 0.89319 5.34407  -0.39
H49 -0.89877 1.69037 3.93213  0.15
H50 -0.99018 3.39174 4.50578  0.20
H51 -2.27407 0.23780 4.65339  0.17
H52 -3.42247 0.68516 5.90832  0.20
C14 -5.69263 4.81293 1.42147  0.67
O14 -5.03229 4.00110 0.84532  -0.66
N27 -6.05997 5.97885 0.89882  -0.39
N28 -6.17525 4.60126 2.57261  -0.37
H53 -5.71375 6.16213 -0.03211  0.21
H54 -6.68228 6.66551 1.30048  0.15
H55 -5.86587 3.75531 3.02950  0.23
H56 -6.84143 5.29649 2.87751  0.16

Arrangement x

14 unconnected molecules or ions with the total composition C14H56N28O14. Source: OMol25; level of theory: ωB97M-V with the def2-TZVPD basis set.

Results
- HOMO level (eV) = -8.6012
- HOMO-LUMO gap (eV) = 7.715
- net charge = 0

Last column: Mulliken charge in e.
Cartesian coordinates (Å):
C1 -18.78059 -25.59458 -26.40824  0.65
O1 -18.44189 -24.45282 -26.03287  -0.73
N1 -19.03810 -26.61793 -25.63081  -0.32
N2 -18.87343 -25.93856 -27.69267  0.06
H1 -18.95136 -26.67447 -24.62613  0.21
H2 -19.54320 -27.38582 -26.04953  0.10
H3 -19.17715 -26.82016 -28.08078  0.27
H4 -18.82606 -25.14103 -28.31058  -0.02
C2 -15.02578 -26.46854 -28.25992  0.53
O2 -15.05057 -25.26194 -28.52756  -0.73
N3 -13.95211 -27.04293 -27.82520  -0.36
N4 -15.98242 -27.32186 -28.37390  0.02
H5 -13.14725 -26.45335 -27.66802  0.31
H6 -13.79328 -27.95284 -28.23377  0.04
H7 -16.85271 -26.97770 -28.75369  -0.22
H8 -15.67149 -28.28188 -28.41616  0.19
C3 -14.46974 -31.82422 -32.17465  0.65
O3 -14.46998 -32.16858 -33.27671  -0.65
N5 -13.74810 -32.19004 -31.18693  -0.33
N6 -15.01041 -30.75305 -31.86238  0.12
H9 -13.37998 -33.12585 -31.09281  0.23
H10 -13.68776 -31.65837 -30.33032  0.11
H11 -14.76876 -30.34912 -30.96877  0.10
H12 -15.82931 -30.43151 -32.35848  -0.32
C4 -21.97036 -31.70067 -34.71702  0.62
O4 -21.80136 -32.41543 -35.70064  -0.73
N7 -23.10499 -31.21325 -34.19753  -0.29
N8 -20.99078 -31.23706 -34.07863  -0.09
H13 -23.98750 -31.48552 -34.60635  0.20
H14 -23.13463 -30.67394 -33.34409  0.14
H15 -21.19974 -30.73939 -33.22496  0.15
H16 -20.09042 -31.57676 -34.38534  0.13
C5 -22.18389 -25.81795 -29.83934  0.54
O5 -22.74679 -24.72222 -30.03568  -0.75
N9 -22.56706 -26.63672 -28.90949  -0.35
N10 -21.18692 -26.31982 -30.53107  0.11
H17 -21.93818 -27.39364 -28.68217  0.14
H18 -23.27190 -26.32782 -28.25537  0.17
H19 -20.94861 -26.03234 -31.46951  0.21
H20 -20.65029 -27.01810 -30.03658  -0.15
C6 -16.98041 -32.45769 -36.41812  0.62
O6 -17.15845 -33.71007 -36.53238  -0.76
N11 -16.66544 -31.80017 -37.45833  -0.32
N12 -16.77522 -31.76588 -35.29663  0.08
H21 -16.66380 -32.29083 -38.34114  0.23
H22 -16.08955 -30.99475 -37.25900  0.14
H23 -16.84360 -32.28342 -34.43200  0.04
H24 -16.57052 -30.77698 -35.28009  -0.07
C7 -12.11488 -29.02768 -30.40870  0.62
O7 -12.82878 -29.58212 -29.60098  -0.79
N13 -12.53644 -28.67939 -31.59499  -0.02
N14 -10.89694 -28.81701 -30.28685  -0.31
H25 -13.48874 -28.99263 -31.47216  -0.30
H26 -12.18639 -27.90307 -32.13802  0.35
H27 -10.35437 -29.20289 -29.52737  0.29
H28 -10.44482 -28.28450 -31.01631  0.16
C8 -19.73868 -28.61072 -37.05174  0.64
O8 -19.08180 -27.66792 -37.52110  -0.73
N15 -20.34141 -29.58538 -37.71551  -0.32
N16 -19.71001 -28.96691 -35.79219  -0.01
H29 -20.71240 -30.43451 -37.31371  0.15
H30 -20.34885 -29.47779 -38.71974  0.20
H31 -19.28572 -28.37824 -35.08966  -0.02
H32 -20.20102 -29.82467 -35.58416  0.11
C9 -13.46571 -24.76059 -31.91540  0.58
O9 -13.04765 -24.69771 -33.06987  -0.75
N17 -13.42459 -23.69833 -31.14685  -0.35
N18 -13.79836 -25.86300 -31.34611  0.06
H33 -12.96079 -22.94297 -31.63102  0.24
H34 -13.58409 -23.66569 -30.15006  0.19
H35 -13.98978 -25.82848 -30.35502  0.15
H36 -14.26451 -26.56947 -31.89720  -0.02
C10 -22.91146 -30.18033 -30.77729  0.54
O10 -22.06147 -29.88514 -31.59288  -0.84
N19 -22.94099 -31.39470 -30.40332  -0.32
N20 -23.63082 -29.42563 -29.99651  -0.49
H37 -22.34101 -32.13307 -30.74234  0.22
H38 -23.71907 -31.59730 -29.79205  0.18
H39 -23.36348 -28.45204 -30.02382  0.21
H40 -24.11550 -29.78610 -29.18704  0.22
C11 -18.11830 -28.82040 -32.33743  0.31
O11 -18.13702 -29.72196 -33.10638  -0.42
N21 -19.13605 -28.51628 -31.64040  0.47
N22 -17.13299 -28.14203 -31.89496  0.91
H41 -18.94272 -28.20502 -30.69921  -0.15
H42 -19.85840 -29.22149 -31.67171  -0.32
H43 -16.19922 -28.44085 -32.13763  -0.55
H44 -17.26966 -27.23871 -31.46433  0.25
C12 -17.75048 -24.57253 -30.62076  0.01
O12 -17.31408 -25.61222 -30.85672  -0.59
N23 -18.88862 -24.17831 -31.02692  -0.33
N24 -17.11128 -23.72193 -29.86900  -0.25
H45 -19.26412 -24.74041 -31.77735  0.19
H46 -19.38407 -23.41095 -30.59589  0.19
H47 -17.60104 -22.85954 -29.67788  0.17
H48 -16.35645 -24.12595 -29.33319  0.37
C13 -14.24429 -28.24110 -34.66817  0.29
O13 -14.58974 -28.07076 -33.55046  -0.13
N25 -14.24498 -29.38440 -35.34864  -0.40
N26 -13.89733 -27.29069 -35.41971  -0.47
H49 -14.41032 -30.12851 -34.68601  0.08
H50 -14.25436 -29.50619 -36.35123  0.23
H51 -13.25143 -27.61638 -36.12457  0.17
H52 -13.77536 -26.44995 -34.87346  0.24
C14 -20.06208 -29.61398 -28.66515  0.38
O14 -19.49823 -28.53658 -28.65611  -0.53
N27 -21.17308 -29.89381 -27.97109  -0.28
N28 -19.78955 -30.47765 -29.59998  -0.23
H53 -21.48840 -29.30597 -27.21273  0.22
H54 -21.77848 -30.67490 -28.17963  0.18
H55 -18.97037 -30.20486 -30.12402  -0.04
H56 -20.09771 -31.42298 -29.77747  0.23

Which of them is most stable, and which least? Most stable: arrangement x; least stable: arrangement w.